Density functional theory data (wB97M-V/def2-TZVPD) for 6 unconnected molecules or ions with the total composition C33H66F8N10O7P.

XYZ file:
```
125
Properties=species:S:1:pos:R:3:mulliken_charge:R:1
P -2.16 -1.03 -0.40 0.455
F -1.02 4.31 -3.13 -0.316
F 0.20 2.90 -5.33 -0.288
F 0.43 -0.35 -3.29 -0.174
F 1.47 2.98 -3.15 -0.211
F 1.86 0.66 -4.63 -0.289
F -2.05 3.95 -5.01 -0.349
F -1.06 1.24 -4.74 -0.257
F -0.07 1.95 -2.02 -0.246
O 5.20 7.41 -5.80 -0.639
O 0.06 -5.09 0.28 -0.424
O 3.49 -3.24 0.47 -0.650
O -2.95 3.33 -1.90 -0.443
O -1.77 -4.28 -3.49 -0.562
O 1.64 2.32 7.74 -0.631
O -2.47 -1.14 2.34 -0.442
N -6.43 2.69 0.68 -0.983
N 0.49 -5.94 2.31 -0.102
N -1.35 -3.70 -5.62 -0.089
N 3.23 6.92 -4.86 -0.125
N -5.50 1.79 1.17 0.097
N -4.45 1.17 0.49 0.530
N 4.99 -2.68 -1.10 -0.150
N -4.48 0.46 2.59 -0.470
N -2.90 -0.54 1.16 0.171
N 3.20 3.93 7.65 -0.163
C 4.54 4.48 7.61 -0.852
C -1.61 -3.59 -7.04 -0.890
C 2.82 2.63 7.71 0.829
C -4.14 1.48 -0.89 0.327
C 2.23 6.05 -4.27 -0.531
C -2.76 2.69 -3.15 -0.798
C 0.62 -6.98 3.31 -0.928
C 1.28 0.68 -3.41 -0.034
C 5.47 -2.41 -2.44 -0.853
C -1.59 3.37 -3.89 0.996
C -0.91 0.52 6.27 -1.651
C 3.74 -3.05 -0.71 0.709
C 0.12 -6.07 1.01 0.829
C -0.16 -0.47 2.98 1.859
C -1.10 -2.43 0.00 -1.148
C -3.44 -4.87 -5.10 -1.450
C 0.55 2.02 -3.21 0.650
C 0.22 0.83 5.28 1.708
C -5.44 1.32 2.41 0.002
C -1.64 -0.24 3.12 -0.245
C -3.89 0.31 1.39 0.257
C -2.12 -4.26 -4.66 0.841
C 0.47 0.39 1.87 -1.735
C 0.56 -0.34 4.34 -2.181
C -0.47 2.37 -4.32 0.210
C -0.19 -7.46 0.51 -1.572
C 4.46 6.58 -5.33 0.684
C -0.03 2.18 4.61 -1.631
C -3.60 -1.92 -1.12 -1.352
C -4.15 2.98 -1.26 -0.714
C 2.70 -3.21 -1.79 -0.543
C 4.85 5.12 -5.23 -1.135
C 3.91 1.59 7.74 -1.435
H -1.97 -0.39 4.14 0.006
H -3.28 -5.67 -5.82 0.419
H -1.18 -2.72 1.04 0.285
H -1.90 0.78 2.86 0.284
H 3.02 7.90 -4.95 0.218
H 4.17 4.49 -5.80 0.321
H -6.04 3.63 0.71 0.319
H 5.64 -2.59 -0.33 0.245
H -0.04 -6.79 4.16 0.301
H 1.76 -3.51 -1.33 -0.066
H -1.63 -2.54 -7.35 0.262
H 0.40 -1.26 4.89 0.416
H -0.02 -1.50 2.68 0.111
H 4.56 1.72 8.61 0.472
H -4.08 -4.12 -5.55 0.402
H -2.49 1.65 -2.99 0.302
H 1.50 0.62 2.08 0.565
H -5.00 3.19 -1.91 0.398
H -0.46 -7.38 -0.54 0.264
H 2.58 5.03 -4.23 0.022
H -0.49 -3.32 -5.26 0.177
H -3.46 -1.99 -2.20 0.325
H 2.04 0.60 -2.64 0.383
H -4.76 0.90 -1.56 0.277
H 4.69 5.06 6.69 0.291
H 3.00 -3.97 -2.51 0.406
H 1.62 -0.29 4.13 0.463
H -1.43 -3.29 -0.58 0.748
H 2.55 -2.26 -2.31 0.053
H 4.67 -2.55 -3.16 0.322
H -0.71 0.99 7.22 0.359
H 6.29 -3.09 -2.70 0.294
H -0.84 -4.10 -7.62 0.313
H 0.70 -4.99 2.58 0.147
H -2.57 -4.04 -7.28 0.332
H 1.99 6.37 -3.25 0.284
H 4.53 1.64 6.84 0.362
H 3.45 0.61 7.79 0.297
H 4.72 5.13 8.46 0.294
H 5.85 5.01 -5.64 0.293
H 0.37 -7.94 2.89 0.358
H 5.84 -1.39 -2.52 0.274
H 2.42 4.58 7.64 0.237
H 0.70 2.39 3.84 0.291
H -3.63 -2.93 -0.74 0.473
H 1.30 6.08 -4.85 0.293
H -1.87 0.89 5.91 0.340
H -4.21 3.60 -0.37 0.379
H -6.67 2.47 -0.28 0.320
H -6.14 1.64 3.16 0.480
H 0.38 -0.08 0.89 -0.018
H -3.93 -5.27 -4.22 0.264
H -0.05 1.34 1.79 0.339
H -1.02 -7.90 1.06 0.417
H 1.65 -7.02 3.69 0.299
H -1.04 -0.55 6.41 0.388
H 0.09 2.95 5.36 0.509
H 4.86 4.78 -4.19 0.321
H -0.07 -2.23 -0.27 0.116
H -3.65 2.75 -3.77 0.481
H -4.54 -1.44 -0.88 0.394
H -1.04 2.27 4.22 0.314
H 1.09 0.99 5.90 -0.124
H 0.67 -8.11 0.61 0.434
H 5.27 3.68 7.63 0.322
H -3.11 1.17 -1.05 -0.341
```

frontier orbital gap = 8.33 eV
charge = +1
E_LUMO = -2.372 eV

Density functional theory data (wB97M-V/def2-TZVPD) for 7 unconnected molecules or ions with the total composition C33H66F9N3O7.

XYZ file:
```
118
Properties=species:S:1:pos:R:3:mulliken_charge:R:1
F -13.86 2.38 6.49 -0.271
F -17.77 11.48 -1.60 -0.238
F -13.66 3.58 8.28 -0.240
F -4.80 12.29 -1.70 -0.249
F -6.58 12.50 -2.88 -0.254
F -17.67 9.71 -2.83 -0.250
F -15.18 2.03 8.17 -0.246
F -6.51 13.35 -0.91 -0.238
F -16.32 11.36 -3.15 -0.261
O -9.52 9.78 9.18 -0.587
O -15.08 4.87 6.13 -0.461
O -16.18 10.23 -0.02 -0.268
O -6.52 9.96 -1.72 -0.503
O -7.35 11.10 0.01 -0.191
O -16.73 3.82 7.24 -0.301
O -15.05 9.33 -1.71 -0.522
N -13.38 9.07 5.44 1.478
N -12.10 6.63 10.64 0.060
N -14.82 13.17 2.89 0.502
C -15.48 4.03 6.86 0.422
C -11.17 7.89 12.58 -1.597
C -14.38 9.43 6.42 0.133
C -9.73 11.05 7.16 -1.016
C -12.77 6.79 9.34 0.780
C -13.19 10.13 4.43 0.196
C -16.08 12.66 4.97 -1.235
C -6.13 12.32 -1.64 0.881
C -17.72 4.72 6.78 -0.252
C -14.54 2.97 7.48 0.785
C -9.78 8.47 7.21 0.011
C -10.87 5.87 10.49 -0.241
C -12.69 6.74 5.41 -0.927
C -17.85 5.89 7.76 -0.676
C -9.66 9.77 7.98 0.795
C -13.88 10.45 7.44 -1.239
C -11.98 9.81 3.53 -1.673
C -11.09 4.37 10.25 -1.154
C -6.66 10.98 -1.11 0.329
C -13.68 7.75 4.84 -0.336
C -11.91 7.95 11.24 0.184
C -15.08 13.55 4.29 -0.790
C -15.18 8.18 1.04 -1.149
C -13.40 13.62 0.91 -1.141
C -16.95 10.65 -2.24 0.862
C -15.31 9.68 0.97 0.295
C -13.77 14.02 2.34 -0.644
C -16.74 14.43 1.92 -1.479
C -14.27 6.95 9.52 -1.159
C -8.96 10.41 1.61 -0.919
C -15.94 10.00 -1.29 0.384
C -8.10 9.97 0.44 -0.431
C -16.04 13.08 2.09 -0.588
H -16.15 7.75 1.31 0.355
H -10.28 5.91 11.40 0.497
H -12.70 5.83 8.82 0.216
H -12.66 6.81 6.49 -0.185
H -14.79 6.82 8.56 -0.316
H -8.34 10.66 2.48 0.300
H -7.45 9.16 0.75 0.308
H -14.67 6.22 10.22 0.428
H -12.17 8.96 2.88 0.487
H -11.72 6.93 4.93 0.380
H -13.62 7.80 3.75 -0.650
H -11.83 10.68 2.89 0.513
H -18.68 4.21 6.79 0.300
H -14.12 13.50 4.80 0.495
H -15.75 11.62 4.89 0.107
H -11.62 4.25 9.30 0.122
H -11.43 8.72 10.62 0.023
H -15.31 9.78 5.93 0.439
H -14.41 7.89 1.75 0.170
H -12.97 11.09 4.89 0.123
H -18.67 6.58 7.60 0.420
H -17.67 14.36 1.34 0.453
H -12.90 8.38 11.40 0.343
H -15.31 14.63 4.33 0.517
H -11.40 6.93 13.06 0.403
H -15.79 12.58 1.15 0.273
H -14.11 10.23 3.85 -0.278
H -12.96 5.74 5.06 0.470
H -11.78 3.93 10.97 0.314
H -13.20 12.55 0.82 0.109
H -17.09 12.89 4.62 0.376
H -12.44 14.07 0.62 0.436
H -11.60 8.59 13.31 0.428
H -16.78 12.40 2.51 0.466
H -17.13 14.87 2.84 0.301
H -12.91 13.96 3.00 0.456
H -12.84 10.21 7.70 -0.117
H -9.22 11.82 7.75 0.423
H -13.77 11.45 7.00 0.203
H -12.31 7.53 8.67 -0.613
H -11.09 9.67 4.14 0.234
H -10.76 11.40 7.05 0.121
H -14.33 10.17 0.94 0.111
H -17.52 5.05 5.76 0.297
H -10.20 6.31 9.73 0.039
H -14.07 15.07 2.39 0.416
H -14.71 7.47 5.10 0.661
H -9.63 9.63 1.97 0.297
H -14.18 13.95 0.23 0.279
H -10.16 3.81 10.18 0.444
H -9.58 11.25 1.32 0.305
H -8.83 8.09 6.84 0.507
H -16.20 12.76 6.06 0.435
H -14.68 8.54 6.98 -0.297
H -16.17 15.15 1.32 0.281
H -9.22 10.94 6.21 0.284
H -17.95 5.48 8.77 0.287
H -15.73 10.09 1.89 0.107
H -14.58 7.95 9.83 0.386
H -10.42 8.73 6.36 -0.354
H -8.73 9.55 -0.34 0.359
H -10.09 8.02 12.51 0.325
H -14.81 7.77 0.10 0.397
H -14.50 10.51 8.33 0.514
H -16.91 6.45 7.76 -0.102
H -10.34 7.68 7.71 -0.200
```

frontier orbital gap = 8.74 eV
SMILES string = CCOC(=O)C(F)(F)F.CCOC(=O)C(F)(F)F.CCOC(=O)C(F)(F)F.CCN(CC)CC.CCN(CC)CC.CCN(CC)CC.CC(C)=O
energy above the lowest of the compared OMol25 structures with the same formula, charge and spin = 0.00 kcal/mol
charge = 0
E_LUMO = 0.302 eV

Density functional theory data (wB97M-V/def2-TZVPD) for 4 unconnected molecules or ions with the total composition C33H66FN4O5.

XYZ file:
```
109
Properties=species:S:1:pos:R:3:mulliken_charge:R:1
F -2.13 4.92 0.58 -0.321
O -5.59 2.52 3.14 -0.411
O 0.45 -1.62 2.87 -0.515
O -4.99 0.33 3.08 -0.366
O 0.57 1.96 -0.87 -0.273
O -0.02 0.45 -2.40 -0.466
N -7.25 -3.72 -1.65 0.149
N -1.68 -1.35 2.02 0.236
N 4.67 2.29 3.37 0.260
N 4.23 -0.55 -4.83 0.143
C 6.67 0.73 3.70 -1.216
C -4.58 0.32 1.71 0.780
C 3.37 0.73 -2.79 0.998
C 0.75 -0.72 5.20 -0.401
C 4.72 2.35 1.92 -0.678
C -8.52 -3.24 -2.18 -0.701
C -6.07 -3.30 -2.37 -0.465
C 5.06 3.54 4.00 -0.670
C -0.69 0.02 -0.12 0.739
C -0.04 0.80 -1.26 -0.263
C 0.89 -0.46 3.69 0.140
C 4.07 1.15 1.24 -0.606
C -2.07 -0.18 0.00 0.121
C 6.51 4.01 3.83 -1.007
C -0.39 2.98 -0.49 -0.740
C 5.20 1.09 3.98 -0.518
C -4.94 1.62 3.59 0.134
C 6.44 0.37 -3.92 -0.872
C -0.35 -1.16 1.90 -0.871
C 4.00 0.50 -5.82 -0.239
C -2.51 -0.87 1.09 -0.145
C 4.77 0.30 -7.11 -1.463
C -4.00 -1.08 1.31 -0.666
C -1.77 3.88 1.44 -0.430
C -5.96 -1.79 -2.53 -1.482
C 0.19 -0.48 0.84 0.026
C 0.37 0.63 5.87 -1.125
C 3.31 -0.49 -3.71 -1.103
C -7.22 -5.13 -1.29 -0.660
C -8.88 -3.59 -3.62 -0.975
C -7.23 -6.17 -2.41 -0.982
C 5.62 -0.79 -4.49 -0.709
C -0.43 3.26 1.02 0.537
H -5.19 -3.63 -1.81 0.466
H -0.09 3.90 -1.00 0.477
H 4.23 1.50 -5.42 0.219
H 4.49 1.08 -7.83 0.436
H -8.06 -5.34 -0.61 0.371
H 5.76 2.44 1.55 0.295
H 5.85 0.37 -6.97 0.307
H -9.26 -4.61 -3.71 0.286
H 6.13 -1.16 -5.38 0.410
H 2.93 0.50 -6.07 0.413
H -1.39 2.70 -0.86 0.373
H -2.00 -1.87 2.84 0.400
H 1.26 -0.36 0.78 0.708
H 4.84 3.49 5.07 0.359
H 0.67 1.48 5.25 0.336
H 1.91 -0.14 3.41 0.067
H 4.23 0.69 -2.12 -0.235
H -8.54 -2.15 -2.08 0.356
H -6.32 -5.30 -0.68 0.359
H -5.36 0.61 1.00 0.393
H 4.54 -0.66 -7.56 0.335
H -3.79 1.08 1.61 -0.669
H 4.19 3.25 1.59 0.422
H 6.26 1.31 -4.45 0.233
H -0.33 2.36 1.64 -0.474
H 0.85 0.75 6.85 0.331
H -5.99 -1.29 -1.56 0.305
H -6.52 -5.93 -3.20 0.279
H 0.01 -1.51 5.40 0.339
H 6.60 5.06 4.14 0.410
H -6.96 -7.15 -2.01 0.397
H 0.24 0.39 3.44 0.082
H 4.41 4.33 3.62 0.396
H 0.33 3.98 1.32 0.405
H -8.03 -3.48 -4.30 0.254
H 6.23 0.53 -2.86 0.211
H 3.43 -1.39 -3.11 0.386
H -1.72 4.31 2.45 0.362
H 3.40 1.67 -3.34 0.267
H 7.35 1.31 4.32 0.314
H -2.75 0.21 -0.76 0.688
H -4.50 -1.50 0.43 -0.102
H 7.50 0.15 -4.00 0.370
H -9.33 -3.58 -1.52 0.372
H 1.71 -1.09 5.56 0.333
H 6.94 0.87 2.66 0.247
H -6.00 -3.76 -3.37 0.290
H -0.72 0.71 5.98 0.292
H 7.20 3.45 4.45 0.230
H -9.67 -2.92 -3.98 0.367
H 4.08 1.29 0.16 0.286
H -6.76 -1.38 -3.15 0.409
H -5.01 -1.53 -3.01 0.402
H 2.48 0.76 -2.16 -0.777
H 2.29 -0.56 -4.12 0.388
H -8.22 -6.27 -2.86 0.226
H 3.03 1.05 1.56 -0.206
H 5.67 -1.64 -3.79 0.312
H -4.27 1.84 4.45 0.387
H -2.60 3.15 1.45 0.084
H 4.58 0.24 3.66 0.003
H 6.85 3.95 2.79 0.278
H 4.60 0.22 1.45 0.437
H -4.16 -1.71 2.20 0.393
H 5.05 1.14 5.06 0.567
H 6.84 -0.32 3.95 0.415
```

frontier orbital gap = 5.21 eV
energy above the lowest of the compared OMol25 structures with the same formula, charge and spin = 0.00 kcal/mol
charge = +1
E_LUMO = -4.391 eV

Density functional theory data (wB97M-V/def2-TZVPD) for a molecular structure, C33H66MgO38PV.

XYZ file:
```
140
Properties=species:S:1:pos:R:3:mulliken_charge:R:1
V 24.14 10.57 12.22 0.593
P 21.67 9.48 11.91 1.032
Mg 20.46 10.47 13.46 -0.608
O 21.23 8.71 13.15 0.916
O 23.55 13.47 8.33 -0.542
O 25.90 9.49 11.18 -0.020
O 24.49 9.71 13.48 -0.387
O 23.00 9.18 11.18 -0.698
O 17.79 8.01 15.05 -0.499
O 22.21 10.70 12.81 1.816
O 26.56 7.14 15.06 -0.289
O 26.47 12.22 8.54 -0.501
O 19.70 4.88 13.09 -0.586
O 16.59 6.90 7.88 -0.324
O 20.46 10.36 11.59 -0.644
O 20.46 3.32 11.67 -0.408
O 21.45 12.74 8.57 -0.150
O 17.87 7.56 9.47 -0.215
O 22.27 13.22 6.57 -0.378
O 20.24 10.87 17.51 -0.470
O 17.80 13.91 8.55 -0.536
O 20.64 14.27 13.14 -0.443
O 21.05 10.73 15.42 0.157
O 24.43 7.10 15.47 -0.256
O 26.66 10.04 8.02 -0.373
O 25.73 8.56 16.57 -0.606
O 19.67 12.32 13.74 -0.245
O 16.64 12.67 10.02 -0.396
O 20.68 6.00 8.78 -0.101
O 21.81 4.34 7.88 -0.306
O 21.89 4.61 12.66 -0.410
O 22.27 11.44 17.14 -0.463
O 15.64 14.31 9.04 -0.381
O 19.57 4.49 7.60 -0.547
O 18.48 13.96 12.92 -0.335
O 28.16 9.16 11.05 -0.377
O 16.58 9.73 14.61 -0.482
O 26.86 7.51 10.74 -0.415
O 17.93 8.66 7.50 -0.578
O 28.45 11.34 8.21 -0.382
O 18.69 9.70 13.88 0.800
C 20.62 4.34 12.51 0.886
C 27.89 7.53 15.34 -0.744
C 22.49 13.17 7.89 0.579
C 21.63 12.65 9.97 -0.202
C 15.63 15.53 8.33 -0.681
C 29.23 10.14 7.92 -0.465
C 19.00 7.27 15.07 -0.205
C 17.75 9.16 14.44 0.167
C 17.51 7.77 8.20 0.739
C 28.48 10.45 11.57 -0.618
C 20.59 4.88 8.06 0.568
C 17.75 11.80 10.26 -0.471
C 27.13 11.27 8.27 0.784
C 20.96 12.98 6.05 -0.569
C 21.92 6.50 9.24 -0.608
C 25.26 9.81 8.00 -0.586
C 21.94 13.89 13.62 0.205
C 19.62 13.45 13.30 -0.056
C 19.16 2.99 11.21 -0.704
C 18.92 10.61 17.07 -0.191
C 23.28 7.76 15.99 -0.695
C 18.79 8.52 10.02 0.646
C 16.80 13.68 9.19 0.737
C 18.38 15.15 12.10 -0.581
C 25.61 6.90 10.42 -0.398
C 26.88 8.78 11.04 0.704
C 22.35 5.75 13.34 -0.045
C 16.20 10.85 13.81 -0.422
C 16.03 6.92 6.59 -0.714
C 23.44 11.59 16.34 0.182
C 25.60 7.62 15.83 0.749
C 21.95 3.32 6.92 -0.781
C 21.17 11.05 16.58 0.491
H 14.62 15.92 8.33 0.257
H 19.20 6.89 14.07 0.167
H 28.56 7.06 14.62 0.253
H 23.88 10.61 16.15 -0.070
H 22.52 7.00 16.15 0.367
H 25.70 5.82 10.35 0.426
H 23.42 8.34 16.90 0.599
H 22.10 6.18 10.27 0.305
H 28.62 11.10 10.71 0.276
H 16.38 16.25 8.63 0.295
H 22.87 8.46 15.27 -0.067
H 20.19 13.45 6.65 0.239
H 18.85 9.41 9.41 -0.018
H 29.38 10.38 12.18 0.304
H 18.45 12.20 10.98 0.203
H 22.12 3.69 5.91 0.314
H 17.40 15.58 12.27 0.271
H 18.21 10.78 17.88 0.403
H 18.22 11.59 9.30 0.540
H 18.87 2.16 11.87 0.328
H 22.05 12.81 13.57 -1.057
H 24.74 10.07 8.93 0.058
H 15.54 5.97 6.38 0.281
H 22.28 11.79 10.19 -0.343
H 19.19 2.68 10.17 0.226
H 27.73 10.84 12.27 0.152
H 16.38 10.80 12.74 0.062
H 28.03 8.61 15.31 0.299
H 21.00 13.32 5.02 0.284
H 20.77 11.91 5.92 0.268
H 22.63 6.60 12.72 -0.034
H 17.31 10.86 10.60 -0.037
H 15.39 7.79 6.45 0.302
H 25.33 7.25 9.43 0.103
H 23.12 5.49 14.05 0.357
H 15.14 11.05 13.95 0.336
H 18.46 8.85 11.00 -0.195
H 22.84 2.74 7.15 0.248
H 22.07 14.32 14.62 0.407
H 15.85 15.35 7.27 0.304
H 16.78 11.68 14.23 0.221
H 16.76 6.96 5.77 0.312
H 18.80 9.54 16.90 0.128
H 19.73 7.98 10.08 -0.390
H 29.23 9.97 6.85 0.298
H 22.82 6.16 8.73 0.448
H 21.53 6.14 13.96 -0.080
H 30.22 10.37 8.31 0.240
H 28.18 7.12 16.31 0.363
H 24.17 12.21 16.84 0.343
H 24.77 7.22 11.03 0.095
H 18.45 3.81 11.33 0.330
H 23.21 12.12 15.41 -0.293
H 25.10 8.75 7.82 0.164
H 21.10 2.63 6.93 0.307
H 20.69 12.61 10.49 0.020
H 19.20 15.82 12.32 0.333
H 18.51 14.80 11.08 0.118
H 22.18 13.49 10.40 0.520
H 19.91 7.82 15.34 -0.133
H 28.72 9.33 8.43 0.183
H 22.60 14.53 13.03 0.429
H 18.60 11.23 16.24 -0.054
H 21.94 7.58 9.32 0.053
H 18.83 6.42 15.73 0.455
H 24.78 10.39 7.22 0.513
```

frontier orbital gap (spin up / spin down) = 7.16 / 7.45 eV
charge = +1
E_LUMO (spin up / spin down) = -4.684 / -4.420 eV
multiplicity = 2

Max |F|? In order: 1.09, 1.82, 2.42, 7.61 eV/Å.